The following is a quantum chemistry calculation of a molecular structure, C4H5KMgO2 in a non-equilibrium geometry, from OMol25.

Each line ends with the Löwdin charge.
Geometry (Å):
H (-1.589, 0.081, 1.669)  0.22
C (-0.793, 0.329, 0.338)  -0.40
C (-0.575, -1.020, -0.260)  -0.13
C (0.924, -1.294, -0.318)  -0.15
C (1.718, -0.070, -0.015)  -0.13
O (1.109, 0.681, 0.856)  -0.25
O (-1.299, 1.273, -0.217)  -0.09
K (-2.001, 4.216, -0.387)  0.95
Mg (2.184, 2.299, 0.119)  1.41
H (-1.054, -1.053, -1.250)  0.14
H (-1.125, -1.740, 0.364)  0.13
H (1.263, -1.643, -1.308)  0.13
H (1.239, -2.058, 0.410)  0.16

The calculation puts the LUMO energy (alpha / beta) at -0.4023 / -0.4024 Eh. The energy relative to the best compared isomer or geometry (same formula, charge and spin) comes out at 0.0 kJ/mol. As for the HOMO energy (alpha / beta): -15.18 / -15.18 eV. The total charge is +2. The value obtained for the total energy is -30073.178 eV. Its spin multiplicity is 1. For the orbital gap (alpha / beta), the calculation gives 4.228 / 4.227 eV.



The following is a quantum chemistry calculation of a single C11H10ClN5 molecule in a non-equilibrium geometry, from OMol25.

Each line ends with the Löwdin charge.
Geometry (Å):
N (3.907, 1.814, -2.771)  0.09
C (2.780, 1.288, -2.263)  -0.45
C (2.891, 0.529, -1.240)  -0.10
C (1.794, 0.096, -0.505)  0.02
C (0.465, 0.529, -0.802)  -0.23
N (-0.506, 0.363, 0.210)  0.10
N (-0.532, -0.888, 0.713)  0.06
C (-1.495, -1.119, 1.701)  -0.30
C (-1.299, -2.415, 2.301)  -0.05
C (-2.224, -2.963, 3.109)  -0.12
C (-3.275, -2.103, 3.547)  -0.64
Cl (-4.667, -2.829, 4.269)  0.65
C (-3.365, -0.752, 3.047)  -0.14
N (-2.511, -0.274, 2.115)  0.12
C (0.350, 1.394, -1.911)  -0.26
N (-0.724, 2.177, -2.270)  0.08
C (1.510, 1.723, -2.668)  0.02
H (4.823, 1.327, -2.451)  0.14
H (3.877, 2.197, -3.770)  0.13
H (3.841, 0.257, -0.966)  0.09
H (1.850, -0.465, 0.427)  0.10
H (-0.534, -3.041, 1.845)  0.11
H (-2.255, -4.117, 3.210)  0.14
H (-4.151, -0.107, 3.317)  0.09
H (-0.605, 2.897, -3.025)  0.12
H (-1.475, 2.213, -1.564)  0.11
H (1.529, 2.268, -3.605)  0.11

The calculation puts the LUMO energy at -0.0303 Eh. The energy relative to the best compared isomer or geometry (same formula, charge and spin) comes out at 199.8 kJ/mol. As for the HOMO energy: -7.62 eV. Its SMILES is Nc1ccc(/N=N/c2ccc(Cl)cn2)c(N)c1. The value obtained for the total energy is -31538.949 eV. Its spin multiplicity is 1. For the orbital gap, the calculation gives 6.792 eV.



The following is a quantum chemistry calculation of 3 unconnected molecules or ions with the total composition C26H53FN6O12P in a non-equilibrium geometry, from OMol25.

Each line ends with the Löwdin charge.
Geometry (Å):
C (1.478, -3.353, 2.988)  0.02
C (0.772, -2.355, 2.180)  -0.07
C (-0.731, -2.673, 1.759)  -0.25
O (-0.820, -4.085, 1.483)  -0.11
C (-2.204, -4.444, 1.288)  -0.12
C (-2.705, -3.744, -0.123)  -0.32
C (-1.827, -4.408, -1.236)  -0.04
C (-1.810, -3.835, -2.722)  -0.26
O (-0.774, -3.291, -3.198)  0.09
F (-2.905, -3.930, -3.663)  0.02
P (-4.493, -4.478, -0.243)  0.72
O (-4.603, -5.885, 0.350)  -0.29
O (-5.089, -4.555, -1.826)  -0.15
O (-5.583, -3.485, 0.669)  -0.15
N (-2.695, -2.286, 0.190)  0.00
C (-3.559, -1.377, -0.627)  -0.15
O (-3.927, -1.814, -1.937)  -0.18
C (-5.236, -1.353, -2.357)  -0.23
C (-5.475, 0.238, -2.231)  -0.08
C (-1.335, -1.688, 0.589)  -0.21
C (-1.642, -0.345, 1.480)  -0.07
C (-1.378, 1.063, 0.786)  -0.17
N (-2.063, 2.109, 1.606)  -0.14
C (-2.781, 3.131, 0.788)  -0.21
C (-1.853, 4.258, 0.106)  -0.09
C (-1.199, 2.686, 2.655)  -0.37
C (-1.735, 2.590, 4.192)  -0.01
O (-0.068, 3.220, 2.496)  0.04
C (-0.337, -1.482, -0.628)  -0.16
O (0.822, -0.656, -0.410)  -0.16
C (1.590, -0.788, -1.662)  -0.13
C (2.895, 0.143, -1.702)  -0.16
O (4.047, -0.765, -1.626)  -0.20
C (5.235, 0.089, -1.636)  -0.16
C (5.839, 0.063, -0.104)  -0.15
O (5.758, -1.332, 0.320)  -0.20
C (4.865, -1.470, 1.458)  -0.27
C (4.752, -3.032, 1.807)  -0.09
H (1.602, -3.086, 4.109)  0.09
H (1.923, -4.324, 2.555)  0.09
H (1.354, -1.392, 1.954)  0.12
H (-1.384, -2.471, 2.704)  0.17
H (-2.895, -4.153, 2.168)  0.16
H (-2.216, -5.600, 1.203)  0.16
H (-2.210, -5.505, -1.343)  0.16
H (-0.700, -4.563, -0.994)  0.16
H (-4.591, -5.233, -2.343)  0.10
H (-5.135, -3.188, 1.500)  0.08
H (-3.166, -2.276, 1.134)  0.16
H (-4.559, -1.183, -0.062)  0.16
H (-3.131, -0.313, -0.792)  0.15
H (-6.059, -1.958, -1.832)  0.13
H (-5.323, -1.599, -3.487)  0.15
H (-6.335, 0.493, -2.967)  0.10
H (-5.935, 0.415, -1.180)  0.09
H (-4.539, 0.875, -2.411)  0.09
H (-2.746, -0.319, 1.851)  0.14
H (-1.029, -0.339, 2.467)  0.14
H (-1.632, 1.158, -0.322)  0.13
H (-0.238, 1.276, 0.865)  0.14
H (-3.307, 2.553, -0.069)  0.11
H (-3.625, 3.644, 1.377)  0.13
H (-1.989, 5.219, 0.737)  0.06
H (-2.129, 4.450, -0.988)  0.08
H (-0.734, 4.019, 0.152)  0.08
H (-2.734, 3.125, 4.331)  0.08
H (-0.917, 3.023, 4.887)  0.09
H (-1.814, 1.461, 4.434)  0.08
H (-0.941, -1.147, -1.561)  0.15
H (0.107, -2.527, -0.887)  0.13
H (1.936, -1.877, -1.850)  0.15
H (0.935, -0.523, -2.586)  0.14
H (2.933, 0.626, -2.756)  0.14
H (2.902, 0.938, -0.876)  0.14
H (6.001, -0.348, -2.372)  0.14
H (4.911, 1.150, -1.941)  0.12
H (6.915, 0.434, -0.176)  0.10
H (5.151, 0.726, 0.531)  0.13
H (3.828, -1.013, 1.244)  0.11
H (5.362, -0.927, 2.358)  0.13
H (5.813, -3.446, 1.939)  0.09
H (4.174, -3.142, 2.792)  0.06
H (4.205, -3.540, 0.929)  0.09
C (-2.643, 8.104, 0.004)  -0.69
O (-2.658, 6.988, -0.496)  0.00
N (-1.943, 8.391, 1.129)  0.15
N (-3.323, 9.150, -0.522)  0.15
H (-1.917, 9.300, 1.555)  0.10
H (-1.423, 7.639, 1.551)  0.10
H (-3.856, 8.977, -1.359)  0.11
H (-3.323, 10.073, -0.127)  0.10
C (8.733, 1.882, -2.022)  -0.67
O (7.565, 1.870, -1.656)  0.01
N (9.113, 2.350, -3.235)  0.16
N (9.747, 1.430, -1.246)  0.16
H (10.065, 2.369, -3.554)  0.10
H (8.387, 2.695, -3.841)  0.11
H (9.505, 1.074, -0.335)  0.11
H (10.710, 1.431, -1.528)  0.10

The calculation puts the LUMO energy at -0.1212 Eh. As for the HOMO energy: -10.50 eV. The total charge is +1. The value obtained for the total energy is -73322.806 eV. Its spin multiplicity is 1. For the orbital gap, the calculation gives 7.198 eV.



The following is a quantum chemistry calculation of a molecular structure, C4H6O4S2 in a non-equilibrium geometry, from OMol25.

Each line ends with the Löwdin charge.
Geometry (Å):
C (-1.091, -0.395, -0.672)  -0.25
C (-0.497, 0.853, -1.475)  -0.17
C (-0.655, -0.690, 1.879)  0.12
C (-0.607, -0.078, 0.637)  -0.36
O (-0.094, 2.662, 0.509)  -0.30
O (1.790, 1.131, 0.076)  -0.43
O (2.502, -1.178, 1.221)  -0.43
O (1.569, -1.343, -1.116)  -0.46
S (0.339, 1.351, 0.061)  0.73
S (2.681, -0.973, -0.224)  0.93
H (-2.254, -0.302, -0.707)  0.15
H (-0.823, -1.434, -1.094)  0.14
H (0.032, 0.831, -2.425)  0.10
H (-1.353, 1.565, -1.444)  0.10
H (-0.469, -0.322, 2.827)  0.05
H (-1.070, -1.678, 1.948)  0.07

The calculation puts the LUMO energy at -0.0180 Eh. The energy relative to the best compared isomer or geometry (same formula, charge and spin) comes out at 405.9 kJ/mol. As for the HOMO energy: -10.16 eV. The value obtained for the total energy is -34102.447 eV. Its spin multiplicity is 1. For the orbital gap, the calculation gives 9.674 eV.



The following is a quantum chemistry calculation of a single C4H7NO2 molecule, from OMol25.

Each line ends with the Löwdin charge.
Geometry (Å):
C (1.600, 0.270, 0.681)  -0.05
C (0.212, 0.390, 0.071)  -0.26
C (0.262, 0.423, -1.451)  -0.23
O (1.260, 0.232, -2.097)  0.08
C (-0.724, -0.771, 0.448)  -0.52
N (-2.045, -0.520, 0.209)  0.16
O (-0.324, -1.840, 0.860)  0.08
H (1.947, -0.764, 0.635)  0.09
H (2.302, 0.895, 0.124)  0.08
H (1.598, 0.588, 1.726)  0.09
H (-0.278, 1.324, 0.386)  0.15
H (-0.709, 0.632, -1.951)  0.12
H (-2.387, 0.394, -0.039)  0.10
H (-2.713, -1.252, 0.399)  0.11

The calculation puts the LUMO energy at 0.0228 Eh. The energy relative to the best compared isomer or geometry (same formula, charge and spin) comes out at 48.9 kJ/mol. As for the HOMO energy: -10.03 eV. Its SMILES is C[C@@H](C=O)C(N)=O. The value obtained for the total energy is -9846.773 eV. Its spin multiplicity is 1. For the orbital gap, the calculation gives 10.653 eV.



The following is a quantum chemistry calculation of 4 unconnected molecules or ions with the total composition C2H13N2O3 in a non-equilibrium geometry, from OMol25.

Each line ends with the Löwdin charge.
Geometry (Å):
C (0.485, -0.145, -1.090)  -0.17
C (1.244, -0.750, -0.087)  -0.22
N (2.497, -1.259, -0.298)  0.07
N (-0.800, 0.359, -0.767)  0.12
H (0.804, -0.467, -2.087)  0.10
H (0.815, -1.037, 0.803)  0.05
H (2.760, -2.007, 0.266)  0.05
H (3.203, -1.065, -1.048)  0.13
H (-0.786, 1.430, -1.031)  0.15
H (-1.111, 0.221, 0.208)  0.12
H (-1.444, -0.182, -1.270)  0.06
H (-1.585, -2.686, 1.669)  0.00
H (-1.922, -2.679, 0.234)  0.00
O (-1.524, -2.213, 0.906)  -0.08
H (1.908, 1.107, 2.244)  0.00
H (0.393, 1.416, 2.663)  -0.03
O (0.980, 1.036, 1.957)  -0.31
H (-2.161, 3.011, -0.341)  -0.03
H (-2.867, 2.257, -1.392)  0.10
O (-1.989, 2.721, -1.163)  -0.13

The calculation puts the LUMO energy (alpha / beta) at -0.0021 / 0.0115 Eh. The energy relative to the best compared isomer or geometry (same formula, charge and spin) comes out at 351.8 kJ/mol. As for the HOMO energy (alpha / beta): -1.84 / -8.38 eV. The value obtained for the total energy is -11401.570 eV. Its spin multiplicity is 2. For the orbital gap (alpha / beta), the calculation gives 1.788 / 8.693 eV.



The following is a quantum chemistry calculation of a molecular structure, C40H39I3N3OOsPS in a non-equilibrium geometry, from OMol25.

Each line ends with the Löwdin charge.
Geometry (Å):
Os (-1.032, -0.389, 0.267)  0.82
I (-0.910, -1.348, 2.845)  1.17
C (1.061, -2.399, 2.700)  -0.48
C (1.080, -3.532, 3.433)  -0.16
C (2.245, -3.843, 4.225)  -0.03
C (3.343, -2.976, 4.299)  0.04
C (3.314, -1.784, 3.456)  -0.13
C (4.267, -0.786, 3.647)  0.01
C (4.150, 0.312, 2.811)  -0.05
C (3.279, 0.388, 1.736)  -0.08
C (2.367, -0.604, 1.456)  -0.28
P (1.278, -0.413, -0.066)  0.95
C (2.310, 0.806, -1.003)  -0.35
C (1.792, 2.062, -1.115)  -0.12
C (2.548, 3.108, -1.718)  -0.06
C (3.792, 2.845, -2.256)  -0.05
C (4.391, 1.581, -2.034)  -0.06
C (3.666, 0.534, -1.484)  -0.04
C (1.771, -1.930, -1.006)  -0.37
C (1.459, -1.918, -2.367)  -0.10
C (1.729, -3.037, -3.212)  -0.08
C (2.403, -4.105, -2.683)  -0.08
C (2.951, -4.024, -1.402)  -0.05
C (2.693, -2.911, -0.562)  -0.06
C (2.238, -1.602, 2.467)  -0.22
H (0.170, -4.148, 3.531)  0.11
H (2.229, -4.744, 4.748)  0.09
H (4.079, -3.019, 5.077)  0.12
H (5.002, -0.770, 4.417)  0.12
H (4.832, 1.169, 2.985)  0.13
H (3.317, 1.386, 1.208)  0.14
H (0.854, 2.304, -0.587)  0.06
H (2.159, 4.077, -1.859)  0.08
H (4.443, 3.669, -2.614)  0.13
H (5.441, 1.414, -2.193)  0.11
H (4.108, -0.484, -1.415)  0.13
H (0.916, -1.073, -2.803)  0.07
H (1.383, -2.988, -4.237)  -0.05
H (2.520, -5.011, -3.221)  0.10
H (3.707, -4.751, -1.043)  0.12
H (3.018, -2.932, 0.436)  0.08
I (-2.025, 0.276, -2.410)  0.41
I (0.509, -3.248, -6.825)  0.19
N (-8.255, 0.994, 2.052)  0.22
C (-7.188, 0.622, 1.841)  -0.16
C (-5.858, 0.316, 1.477)  -0.17
C (-4.855, 1.138, 2.005)  0.03
C (-3.491, 0.901, 1.676)  -0.15
N (-3.157, -0.085, 0.767)  -0.17
C (-4.127, -0.762, 0.137)  -0.16
C (-5.461, -0.706, 0.539)  0.07
H (-5.027, 1.805, 2.861)  0.14
H (-2.726, 1.580, 2.070)  0.07
H (-3.702, -1.338, -0.670)  0.03
H (-6.137, -1.396, 0.174)  0.11
C (-1.243, 4.184, -3.763)  -0.08
C (-0.858, 3.799, -2.361)  -0.32
C (-1.978, 3.932, -1.320)  -0.27
S (-1.851, 3.067, 0.373)  1.01
O (-1.049, 1.734, 0.511)  -0.81
C (-0.665, 4.120, 1.237)  -0.35
C (-1.034, 5.511, 1.560)  -0.28
C (-2.352, 5.652, 2.360)  -0.08
H (-0.543, 4.914, -4.223)  0.10
H (-2.236, 4.615, -3.859)  0.08
H (-1.298, 3.427, -4.503)  0.06
H (-0.012, 4.342, -1.993)  0.08
H (-0.525, 2.755, -2.359)  0.01
H (-2.930, 3.553, -1.689)  0.08
H (-2.118, 4.974, -1.005)  0.10
H (0.185, 4.071, 0.564)  0.09
H (-0.442, 3.527, 2.110)  0.10
H (-1.114, 6.137, 0.643)  0.11
H (-0.189, 6.029, 2.097)  0.14
H (-3.223, 5.939, 1.767)  0.08
H (-2.225, 6.458, 3.093)  0.09
H (-2.518, 4.740, 2.916)  0.06
N (-1.185, -2.144, -0.060)  -0.22
C (-1.243, -3.325, -0.569)  -0.38
C (-1.796, -3.617, -1.826)  -0.02
C (-1.677, -4.916, -2.343)  -0.01
C (-1.102, -6.015, -1.610)  -0.01
C (-0.681, -5.702, -0.356)  -0.06
C (-0.651, -4.412, 0.190)  0.05
H (-2.487, -2.874, -2.324)  0.10
H (-2.100, -4.994, -3.342)  0.12
H (-1.123, -7.053, -1.971)  0.13
H (-0.347, -6.431, 0.340)  0.11
H (-0.257, -4.231, 1.160)  0.07

The calculation puts the LUMO energy (alpha / beta) at -0.2354 / -0.3208 Eh. The energy relative to the best compared isomer or geometry (same formula, charge and spin) comes out at 0.0 kJ/mol. As for the HOMO energy (alpha / beta): -12.95 / -13.35 eV. The total charge is +2. The value obtained for the total energy is -95504.244 eV. Its spin multiplicity is 5. For the orbital gap (alpha / beta), the calculation gives 6.546 / 4.621 eV.



The following is a quantum chemistry calculation of a molecular structure, C4H8CoO3 in a non-equilibrium geometry, from OMol25.

Each line ends with the Löwdin charge.
Geometry (Å):
C (1.913, -2.686, 0.314)  -0.07
C (2.050, -1.660, -0.787)  -0.25
O (0.735, -1.267, -1.160)  -0.23
H (2.829, -3.287, 0.393)  0.09
H (1.724, -2.191, 1.277)  0.08
H (1.051, -3.336, 0.118)  0.09
H (2.557, -2.072, -1.673)  0.14
H (2.652, -0.804, -0.447)  0.12
O (-0.939, 1.806, -0.128)  -0.12
Co (-0.224, 0.672, -1.376)  1.06
O (0.155, -0.548, -0.058)  -0.27
C (-1.070, 1.278, 1.035)  -0.23
C (-0.569, 1.949, 2.201)  0.23
H (-0.553, 1.441, 3.165)  0.10
H (-1.879, 0.547, 1.197)  0.15
H (-0.084, 2.920, 2.095)  0.10

The calculation puts the LUMO energy (alpha / beta) at -0.1858 / -0.2567 Eh. The energy relative to the best compared isomer or geometry (same formula, charge and spin) comes out at 204.2 kJ/mol. As for the HOMO energy (alpha / beta): -13.67 / -13.87 eV. The total charge is +1. The value obtained for the total energy is -48033.695 eV. Its spin multiplicity is 5. For the orbital gap (alpha / beta), the calculation gives 8.618 / 6.884 eV.